# 1
A cluster of 3 separate species, C24H54BrClI2N8O4P3 in total, computed with wB97M-V/def2-TZVPD.

Last column: Mulliken charge in e.
Element x y z (Å)
N -9.4820 -3.3211 -0.8879  -0.07
I 3.8083 -1.9736 0.8034  0.22
H -10.3152 -0.4867 -3.2787  0.39
C -6.8719 -1.9086 -1.8044  -0.95
H 8.4115 2.3748 -0.1244  0.35
H 4.9636 3.3608 -1.0416  0.15
C 7.2980 5.6501 -1.6540  -1.33
I 3.6965 -4.6194 2.6397  0.09
H -0.3989 -3.0468 1.2970  -0.10
P 6.6861 4.5665 0.8902  0.79
N 6.6991 4.5892 -0.8540  0.17
H 5.8022 5.9275 3.1525  0.25
H -9.2298 -3.3664 1.2325  0.37
H 1.8728 4.0778 0.7923  0.35
P -8.8309 -3.8464 -2.4590  0.87
H 0.0102 -5.8058 4.0486  0.28
H -10.5289 -5.1527 -0.5474  0.39
H -7.7781 -2.9578 0.3956  0.26
Cl -3.1409 -2.2039 -0.3320  -0.19
H 9.8965 3.4778 2.2397  0.40
C 1.6431 -4.6908 -0.4126  -0.06
H -11.7114 -3.0491 -3.2598  0.34
C 5.4249 4.2286 -1.5200  -0.92
C -10.7269 -4.0776 -0.6175  -1.09
C 8.8144 3.6220 2.1620  -1.05
H -10.6957 -3.7519 -4.5243  0.29
H 2.7491 -2.3228 3.8617  0.49
H -0.8975 -4.6245 2.8933  0.23
C 1.2566 1.8466 0.3768  0.42
O -2.0404 0.6213 -0.9725  -0.46
H 9.1454 6.5845 1.5214  0.29
H -11.1563 -2.0590 -4.6089  0.35
H 8.9616 3.7169 -1.1463  0.30
N 7.0450 6.1696 1.4456  0.09
C -10.8604 -2.8567 -3.9186  -1.07
N 0.1457 1.3449 1.0559  -0.44
C -8.6634 -3.5909 0.3197  -0.94
C 2.2386 2.9928 1.0544  -0.54
C 0.7527 -3.2871 -0.5719  -0.53
H 2.3454 2.8037 2.2073  0.26
H 10.0273 3.0959 0.0592  0.37
H -0.2627 -3.6412 -1.0903  0.40
H 0.0496 -2.8521 4.1455  0.18
O -8.2645 -4.3033 -3.8258  -0.75
C 0.8867 -3.6359 3.9126  -0.27
C 1.6777 1.2873 -1.1194  -0.67
C 0.4106 -0.1611 1.0777  0.02
O 5.1600 4.8283 0.8982  -0.71
H 1.3282 -2.5731 -1.3348  0.32
C 0.5317 -2.4885 0.8429  0.38
H 8.5306 4.2382 3.0222  0.23
H 8.3445 7.1232 0.0364  0.17
H -6.8770 -1.3687 -2.7566  0.32
P -1.4491 -1.0145 -0.8991  0.27
H 6.7729 6.6034 -1.5366  0.33
N -9.6565 -2.4936 -3.1629  0.06
H -5.1792 -3.8359 -2.0317  0.12
H -5.8662 -1.8183 -1.3724  0.06
N -7.2478 -3.3079 -1.9626  0.20
H 4.7131 5.0652 -1.5055  0.31
H 2.6210 -0.0583 2.0541  0.45
H 0.7427 -5.3775 2.2914  0.11
C 2.1840 -3.0415 3.0939  -0.62
H 8.3163 2.6533 2.2780  0.38
H 7.5324 5.9768 3.5111  0.32
H -5.9220 -3.5929 -3.6229  0.33
H 2.8178 -4.5672 -0.5067  0.26
H 0.8910 0.5417 -1.5821  0.18
C 8.2125 6.9800 1.1047  -0.80
H -8.3446 -4.6389 0.3597  0.36
Br 0.9009 -0.0425 4.0064  -0.01
C 1.5620 -0.5425 2.1868  -0.19
H 5.5927 3.9493 -2.5654  0.35
C 6.7513 6.3885 2.8663  -1.05
N -0.1401 -1.1885 0.3519  0.37
C 1.8131 -2.1142 1.7942  -0.41
H -1.7143 1.0987 -1.8150  0.39
H -8.9897 -0.6953 -2.2113  0.17
H 8.1012 8.0020 1.4885  0.39
C 0.1947 -4.9605 3.2377  -0.71
C -6.0974 -3.9816 -2.6104  -0.85
H -6.2556 -5.0617 -2.6666  0.34
H -11.2091 -3.7431 0.3063  0.39
H -7.5092 -1.3913 -1.0841  0.39
C 8.9696 3.3182 -0.1308  -0.96
H 7.2886 5.3905 -2.7211  0.42
H 6.6660 7.4559 3.0982  0.38
H -11.4675 -3.9349 -1.4120  0.24
H -10.6009 -1.2339 -1.7101  0.27
N 8.4404 4.2656 0.8810  -0.04
H 1.8185 2.2185 -1.8156  0.39
C -9.8962 -1.1896 -2.5478  -0.77
H 3.3023 2.8437 0.5765  0.00
H 8.3586 5.7836 -1.4306  0.45
H 1.3073 -3.9880 4.9730  0.40
H 2.7017 0.6816 -1.0376  0.18
O 1.0917 -5.9075 -0.2405  -0.49

The orbital gap is 4.78 eV. The spin multiplicity is 1. As for the charge: +1.

# 2
A structure of composition C24H54F6HgNO15S7, computed with wB97M-V/def2-TZVPD.

Last column: Mulliken charge in e.
Element x y z (Å)
H 1.1695 6.0383 3.6048  0.27
S -0.4440 -0.6205 1.2071  0.91
C -10.3927 2.1961 3.1659  0.67
C 5.7221 1.1584 8.2815  -0.91
C 6.3144 -6.9127 -4.3341  0.69
F -3.0379 -1.7710 2.2251  -0.25
C 0.0640 3.4338 -5.3656  -0.82
O 10.3039 0.0484 -4.6956  -0.36
C 11.8496 1.3578 -6.0267  -0.92
H 6.7727 1.0269 8.5404  0.35
C 1.2841 0.0976 0.7479  0.64
H 7.6984 1.7334 5.8214  0.37
H 3.0590 -5.9824 -1.8696  0.27
H -4.0093 -8.2426 1.0574  0.33
H 6.9815 3.0247 6.6431  0.32
C -8.2545 4.7966 4.2763  -1.06
H 12.9284 1.5051 -5.9757  0.29
S 0.1621 5.9937 5.8289  0.55
S -6.4013 -8.6600 1.0937  0.53
S -7.5583 0.8646 -5.4633  0.51
C 11.4211 0.7626 -4.6742  0.72
N -1.0749 0.2837 2.6638  -0.29
O -0.1363 4.4877 5.9706  -0.52
H -2.1855 6.2499 5.2176  0.33
H 1.6512 6.0539 -3.2295  0.34
H -6.5630 -1.2637 -5.1328  0.27
H 8.8112 0.8696 -1.7531  0.31
H 0.9362 2.7974 -5.5155  0.31
C -4.8765 -7.7036 1.4387  -0.95
C 4.4186 -7.4734 -2.9623  -0.37
H 3.6240 -7.9016 -3.5733  0.33
O -6.4495 -9.8941 1.9432  -0.54
O -11.2958 1.9172 3.9833  -0.59
F 1.6674 -0.6293 -0.3296  -0.16
O -8.3805 0.8699 -4.1934  -0.54
H 7.7053 -5.5388 -5.1193  0.28
H -0.4415 3.2206 -4.4237  0.29
O 5.0969 -6.5448 -3.7890  -0.28
H -1.1567 6.1475 3.7588  0.31
H 1.7539 4.2198 -3.4625  0.29
H -0.9943 7.5736 4.5274  0.40
C 8.8989 0.7820 -2.8361  -0.95
H -4.8608 -6.8238 0.7953  0.37
F -3.6727 -0.8405 0.4614  -0.17
C -7.4734 -7.4769 2.0265  -0.86
O -3.0805 1.8030 3.0105  -0.63
H -8.7927 5.7426 4.2175  0.31
C 9.6855 -0.3196 -3.4308  -0.25
O -0.2820 -2.0015 1.5835  -0.59
H 3.4343 -7.4050 -0.9953  0.34
H -9.5136 0.3272 -6.7949  0.34
C 3.8675 -6.6929 -1.6978  -1.00
H 5.1040 0.3918 8.7489  0.31
S 5.3858 1.1022 6.4582  0.52
C -3.5796 -0.6286 1.7260  0.72
Hg -0.1339 0.4092 6.5328  0.50
O 7.0597 -7.8326 -4.0158  -0.57
H -8.6079 2.7431 5.1037  0.34
H -8.8354 -1.2181 -6.1425  0.33
H 7.9011 0.7100 -3.2689  0.26
O 3.9986 1.6536 6.3115  -0.53
H 10.4608 -0.6713 -2.7502  0.32
H 11.6380 0.5876 -6.7685  0.30
F 1.0203 1.3823 0.5319  -0.18
H -5.4915 -0.2789 -6.1155  0.33
H -11.2816 1.5237 1.2465  0.29
O -1.0834 -0.5440 -0.0938  -0.53
O -2.2606 1.5782 0.7911  -0.49
H 9.0235 -1.1765 -3.5560  0.30
H -7.1858 -6.5570 1.5173  0.32
H 0.2372 5.0838 -2.9618  0.34
C -10.3318 1.5108 1.7811  -0.89
H 6.4971 2.7378 4.9434  0.32
C 6.6799 -5.8492 -5.3202  -0.84
O 12.1906 0.8279 -3.7000  -0.57
S 0.7201 5.1724 -5.2861  0.52
H 2.3599 5.3348 4.7555  0.33
H -7.4738 4.7058 3.5210  0.30
O 2.0652 5.1790 -6.0685  -0.56
C 1.1606 5.1310 -3.5391  -0.86
H -10.0339 3.9915 5.1040  0.28
C -9.1594 3.5518 4.6243  -0.27
H 9.3880 1.7311 -3.0552  0.30
F -4.7489 -0.3584 2.2192  -0.19
H -8.5088 -7.7708 1.8545  0.33
H 4.9883 -8.3397 -2.6261  0.34
S -2.3807 0.9008 2.0594  0.94
H -9.5896 1.9978 1.1485  0.28
F 2.1168 -0.0842 1.7756  -0.18
H -8.1987 -0.1616 -7.5569  0.37
H 5.3865 2.0765 8.7638  0.33
C -1.2331 6.5389 4.7732  -0.93
H 4.8111 -6.3107 -1.3084  0.29
H 5.8756 -5.1138 -5.2973  0.28
C 1.5468 6.0493 4.6274  -0.83
C -6.1228 -0.2710 -5.2270  -0.79
H -0.6072 3.3708 -6.2221  0.32
H -5.5870 0.0363 -4.3289  0.30
H 2.0877 6.9682 4.8536  0.35
C -8.6108 -0.2326 -6.5504  -0.95
O -9.5142 3.1547 3.3374  -0.25
C 6.7511 2.2678 5.8935  -0.92
H -10.1725 0.4529 1.9898  0.26
H -7.7875 4.8637 5.2589  0.35
H 6.6611 -6.3629 -6.2813  0.26
H -4.7340 -7.2944 2.4389  0.33
H 11.3415 2.3141 -6.1513  0.25
H -7.1559 -7.6604 3.0529  0.30

The energy above the lowest of the compared OMol25 structures with the same formula, charge and spin comes out at 187.64 kcal per mole. The orbital gap is 1.11 eV. The spin multiplicity is 1. As for the charge: +1.

# 3
A cluster of 3 separate species, C24H54N3O3 in total, computed with wB97M-V/def2-TZVPD.

Last column: Mulliken charge in e.
Element x y z (Å)
C 1.8441 3.6891 -1.0016  -0.80
H 3.2545 0.4327 -2.4498  0.33
C -3.4072 -1.9400 -2.7392  -0.14
H -6.4688 -1.2492 3.7108  0.28
C -2.9084 -0.8268 2.6924  -0.49
H -1.5076 -3.9642 -2.5944  0.21
H 3.8091 1.8655 -1.7805  0.16
H -3.9012 -1.3633 6.5033  0.40
H 5.7571 0.5427 1.0890  0.21
H 8.1101 3.3629 0.2772  0.27
C -3.7521 -0.0063 4.8354  -0.69
C 5.8944 0.5772 -0.0808  -0.90
C -1.1710 -2.9244 -2.6500  -0.05
H 0.9204 0.8508 -0.0419  0.06
C -6.0085 -1.0239 2.7473  -0.99
C 1.0583 3.1063 0.3524  -0.23
C -4.2310 -1.3129 5.4601  -0.96
C 6.3311 2.1294 -0.4461  -0.09
H -3.2283 -1.5106 -1.7425  -0.12
H 1.4432 4.7441 -1.3397  0.39
N -2.1095 -2.0928 -3.4077  0.14
H 7.1037 4.8859 1.9224  0.31
H -1.2571 2.7061 0.7732  0.17
O 3.3426 0.0025 0.1688  -0.46
C 6.3220 4.0800 1.5174  -0.85
H 0.3475 0.1824 2.3218  0.08
H 3.0039 3.8174 -0.8323  0.08
H -5.7064 1.0070 3.3681  0.37
C -2.5785 -3.7489 -5.2943  -0.96
H -5.3206 -1.3793 5.4730  0.22
H -2.8683 -1.6236 -5.3100  0.35
H 5.7650 3.6876 2.4915  0.19
H 6.8165 -0.1086 -0.3728  0.33
H -5.4469 -1.8984 2.4134  0.25
O 5.4443 -2.3272 -0.5522  -0.69
H 1.2340 3.7816 1.3036  0.26
C 3.0741 1.2782 0.8603  0.05
H -2.0938 -4.5318 -4.7080  0.25
H -2.2851 -3.8974 -6.3405  0.37
H 3.6865 2.1926 0.4628  -0.40
H -2.0332 -1.2824 0.7714  0.39
H 7.4224 2.0770 1.6098  0.28
H -0.5905 2.4037 -1.0589  0.24
H -3.6590 -3.8952 -5.2499  0.28
C -2.1844 -2.3445 -4.8483  -0.73
H -3.9995 -1.1783 -3.2642  0.35
H -3.6940 -4.0431 -2.1884  0.26
C 4.7459 -1.4542 -1.3140  0.11
N -3.8070 0.1089 3.3733  0.14
N 4.1144 0.8985 -2.0299  -0.57
H 5.4254 2.8381 -0.6841  -0.03
H -3.8306 -2.1947 4.9526  0.27
C 7.1637 2.8757 0.7903  -0.44
C 4.4758 0.1019 -0.7632  0.82
H -0.7850 4.1815 -0.4495  0.34
C 1.4652 1.5649 0.7321  0.93
C -0.5566 3.0886 -0.0824  -0.92
H 3.4321 1.1150 1.9877  0.09
H 0.6636 -1.8905 -3.2072  0.35
H -3.2217 -1.8651 2.8379  0.20
H 1.6766 2.8651 -1.8480  0.19
C -5.1547 0.2382 2.8156  -0.67
H -4.3110 0.8245 5.2871  0.38
H 6.9754 2.0730 -1.4421  0.40
H -3.6964 -0.7154 0.6536  0.35
H 5.6055 4.6829 0.7948  0.21
H 0.9040 -3.5127 -2.5390  0.47
C -4.2642 -3.1898 -2.5652  -1.09
H 0.3265 -3.3327 -4.1930  0.29
H 1.5849 1.3979 3.1100  0.39
H -1.9050 -0.7391 3.1307  0.45
C 0.2589 -2.9093 -3.1856  -1.53
H -2.3862 0.4381 0.9975  0.10
H -1.1236 -2.5559 -1.6163  0.18
O 4.3069 -1.9481 -2.6359  -0.74
H -0.0684 2.0413 2.4746  0.28
H -5.0619 -2.9897 -1.8417  0.44
C -2.7545 -0.5757 1.1941  -1.11
H -6.8294 -0.8735 2.0357  0.37
H -4.7530 -3.4779 -3.4979  0.28
H -2.7114 0.1585 5.1512  0.38
C 0.8019 1.2610 2.2337  -1.10
H -1.2095 -2.1069 -5.2909  0.42
H -5.0705 0.6484 1.8019  0.36

The orbital gap is 6.21 eV. The spin multiplicity is 1. As for the charge: -1.

no.,molecular weight (u)
1,980.84
2,1135.74
3,432.71